57
Properties=species:S:1:pos:R:3 method="wB97M-V/def2-TZVPD" gap_ev=4.5 largest_force_ev_per_a=1.64 charge=+1 e_homo_ev=-10.6
F -1.60 -3.90 3.01
C -0.33 -3.38 3.14
C 0.71 -4.25 3.46
C 2.00 -3.71 3.59
C 2.23 -2.35 3.41
C 1.16 -1.46 3.09
C 1.40 -0.07 2.88
C 0.41 0.81 2.47
C 0.56 2.18 2.27
C -0.53 3.04 1.89
C -1.86 2.54 1.77
C -2.88 3.42 1.42
F -4.15 2.92 1.32
C -2.67 4.77 1.18
C -1.35 5.26 1.29
C -0.30 4.42 1.64
C -0.15 -2.02 2.97
H 0.51 -5.31 3.60
H 2.84 -4.36 3.83
H 3.23 -1.93 3.49
H 2.43 0.30 2.98
H -0.58 0.39 2.26
H 1.55 2.63 2.39
H -2.09 1.49 1.95
H -3.51 5.42 0.92
H -1.16 6.32 1.10
H 0.72 4.79 1.71
H -1.01 -1.40 2.74
C -0.84 0.58 7.77
N 0.48 1.12 7.86
C 1.54 0.19 7.83
O 1.27 -1.01 7.67
C 2.84 0.75 8.00
I 4.40 -0.58 8.24
C 5.64 -0.06 6.58
C 6.95 0.33 6.84
C 7.81 0.59 5.77
C 7.33 0.49 4.45
C 6.00 0.15 4.21
C 5.13 -0.12 5.28
C 3.08 2.16 8.11
O 4.19 2.71 8.20
N 1.92 2.97 8.11
C 2.11 4.38 8.27
C 0.60 2.51 8.00
O -0.37 3.26 8.03
H -1.53 1.42 7.80
H -0.94 0.01 6.85
H -1.02 -0.09 8.62
H 7.29 0.42 7.87
H 8.84 0.87 5.97
H 8.01 0.69 3.62
H 5.63 0.08 3.19
H 4.09 -0.36 5.10
H 1.13 4.84 8.24
H 2.61 4.58 9.22
H 2.75 4.75 7.46